Formula: C5H14N3Pt
Source: the OMol25 dataset
Level of theory: ωB97M-V/def2-TZVPD

Structure (XYZ):
```
23
Properties=species:S:1:pos:R:3:forces:R:3:mulliken_charge:R:1
C -2.796 -1.404 -2.533 0.00 -0.98 -0.25 -0.850
Pt -0.121 -1.125 -0.419 -2.69 -0.79 -2.54 -0.401
N 0.745 0.040 -2.038 0.32 0.22 -0.34 -1.764
H -1.361 -1.662 0.406 0.06 -0.70 0.84 -0.198
H -3.380 -0.575 -2.131 0.21 0.22 -0.18 0.221
H -3.472 -2.293 -2.448 0.80 0.33 0.50 0.248
H -1.795 -1.494 -1.927 -1.71 -0.11 -1.16 0.031
H -2.689 -1.345 -3.642 0.38 0.49 0.81 0.286
H 1.752 -0.105 -2.018 0.26 0.23 -0.30 0.438
H 0.564 1.038 -1.859 0.20 -0.29 -0.05 0.457
H 0.418 -0.150 -2.990 0.16 -0.06 0.17 0.562
C -0.677 1.642 1.673 -0.52 0.37 0.12 -1.116
C 0.582 0.883 1.678 1.24 -2.17 -1.57 -0.532
N 0.927 -0.164 0.896 0.41 1.89 1.87 0.452
C 2.217 -0.607 1.175 -1.62 1.01 0.29 -0.374
C 2.649 0.194 2.176 -0.28 0.27 0.22 -0.727
N 1.627 1.123 2.471 1.94 -0.20 1.11 0.335
H -1.170 1.584 2.655 0.07 -0.04 -0.23 0.331
H -0.503 2.707 1.453 0.01 -0.32 -0.01 0.309
H -1.345 1.227 0.915 0.15 -0.03 0.11 0.226
H 2.590 -1.471 0.605 0.06 0.75 0.65 0.388
H 3.565 0.121 2.700 0.55 0.40 0.53 0.420
H 1.674 1.835 3.203 0.02 -0.49 -0.59 0.256
```
Positions in Å, forces in eV/Å.

- LUMO (alpha / beta): 0.10695 / 0.10785 Ha
- Kohn-Sham gap (alpha / beta): 2.27 / 6.54 eV
- Energy: -13125.8504 eV
- 2S+1: 3
- E_HOMO (alpha / beta): 0.639 / -3.610 eV
- Total charge: -1